(1)
Molecular formula: C39H34ClN3ReSSi2
Method: DFT, wB97M-V/def2-TZVPD

Cartesian coordinates (Å):
C  -2.0249  -1.7672  3.5800
C  -2.9525  -0.9855  2.8160
C  -3.1339  -1.6260  1.5446
H  -3.4691  -0.0983  3.1566
C  -2.3034  -2.8044  1.5172
C  -1.6318  -2.8957  2.7852
H  -0.9970  -3.7083  3.1123
H  -1.7389  -1.5794  4.6083
H  -3.8362  -1.3147  0.7821
H  -2.2653  -3.5392  0.7259
Re  -1.0803  -1.1116  1.7512
Si  2.3672  1.9661  -0.1585
C  1.0242  3.2355  -0.4444
C  1.0360  3.9134  -1.6682
H  1.8881  3.7858  -2.3400
C  -0.0460  4.7153  -2.0394
H  -0.0385  5.2146  -3.0093
C  -1.1390  4.8682  -1.1823
H  -1.9896  5.4866  -1.4782
C  -1.1356  4.2295  0.0608
H  -1.9763  4.3527  0.7450
C  -0.0483  3.4302  0.4420
H  -0.0607  2.9349  1.4164
C  1.3920  0.3234  -0.3348
C  -0.0160  0.2723  -0.5662
H  -0.5500  1.2041  -0.7477
C  -0.8636  -0.9233  -0.3494
H  -1.9353  -0.9063  -0.5913
C  -0.0799  -2.2067  -0.4026
H  -0.5490  -3.1910  -0.4594
C  1.3214  -2.0498  -0.7031
H  1.8726  -2.9462  -0.9895
C  2.0485  -0.8899  -0.3537
H  3.1204  -0.9633  -0.1560
H  -1.4214  0.5096  1.5070
Si  0.0743  -1.2093  -1.9479
C  0.2432  -2.4883  -3.4102
C  -0.7992  -2.6089  -4.3338
H  -1.7146  -2.0302  -4.1951
C  -0.6737  -3.4446  -5.4504
H  -1.4840  -3.5039  -6.1801
C  0.4922  -4.2048  -5.6211
H  0.5896  -4.8694  -6.4819
C  1.5228  -4.1199  -4.6782
H  2.4199  -4.7349  -4.7782
C  1.4114  -3.2390  -3.5941
H  2.2567  -3.1463  -2.9081
C  -0.3310  0.2273  -3.2011
C  -1.6250  0.7330  -3.3128
H  -2.4477  0.3073  -2.7270
C  -1.8779  1.7854  -4.2040
H  -2.8970  2.1605  -4.3180
C  -0.8274  2.3479  -4.9396
H  -1.0212  3.1887  -5.6108
C  0.4692  1.8418  -4.8064
H  1.2923  2.2729  -5.3812
C  0.7208  0.7785  -3.9321
H  1.7348  0.3777  -3.8264
H  3.5588  2.2172  -0.8774
Cl  2.8910  2.0986  1.8458
N  1.8792  0.3758  4.5118
C  0.9192  1.3011  4.9236
C  0.9554  2.2247  5.9546
C  -0.2208  2.9561  6.1882
C  -1.3842  2.7119  5.4336
C  -1.4042  1.7558  4.4055
C  -0.2196  1.0574  4.1481
N  0.0988  0.0187  3.2554
C  1.3612  -0.3772  3.5080
C  1.8816  -1.5696  2.8894
C  3.1402  -2.1384  2.8847
S  3.1147  -3.6459  2.0220
C  1.4321  -3.4168  1.6972
N  0.9435  -2.2677  2.1583
H  2.8260  0.2885  4.8595
H  1.8725  2.3468  6.5313
H  -0.2405  3.7233  6.9649
H  -2.2923  3.2760  5.6590
H  -2.2928  1.5442  3.8097
H  3.9981  -1.6747  3.3456
H  0.8661  -4.1625  1.1432

As for the charge: +2. As for the multiplicity: 4. The frontier orbital gap (alpha / beta) is 6.32 / 5.94 eV. The value obtained for the LUMO energy (alpha / beta) is -5.962 / -7.243 eV. As for the expectation value of S²: 3.779.

(2)
Molecular formula: C4H11NO2
Method: DFT, wB97M-V/def2-TZVPD

Cartesian coordinates (Å):
C  -0.4757  -1.2716  -2.0641
C  -0.2827  0.2023  -1.5059
C  0.9419  0.4519  -0.6326
N  0.9516  -0.0737  0.7040
C  -0.0706  -0.7469  1.2818
O  -1.2396  -0.6556  1.0282
H  -1.3164  -1.1314  -2.7370
H  -0.9433  -1.8566  -1.2846
H  0.5552  -1.7095  -2.4762
H  -1.1617  0.3942  -0.8915
H  -0.3222  0.9911  -2.2803
H  1.0615  1.5684  -0.5096
H  1.9141  0.0746  -1.1323
H  1.8311  -0.0408  1.2009
H  0.2241  -1.3219  2.2212
O  -0.2026  1.8952  3.0331
H  -0.4568  1.0898  2.4746
H  -1.0078  2.1404  3.5703

Its SMILES is CCCNC=O.O. The frontier orbital gap is 10.63 eV. The value obtained for the LUMO energy is 0.775 eV.

(3)
Molecular formula: C4H7ClN2
Method: DFT, wB97M-V/def2-TZVPD

Cartesian coordinates (Å):
C  -1.1353  -0.6098  -0.0242
C  0.0201  -0.1177  0.8289
C  -0.1666  -1.3154  -2.1563
C  -0.0793  1.3804  1.0078
N  -0.8778  -0.9341  -1.2207
N  1.3299  -0.4541  0.1834
Cl  0.3825  -0.2230  -3.2555
H  -2.1452  -0.5420  0.2573
H  0.0740  -0.8093  1.6369
H  1.5233  -1.4533  0.1675
H  -0.9906  1.4579  1.6145
H  -0.1689  2.0549  0.0756
H  0.7963  1.6178  1.6003
H  1.4375  -0.0525  -0.7154

The frontier orbital gap (alpha / beta) is 8.87 / 8.87 eV. The value obtained for the LUMO energy (alpha / beta) is 0.647 / 0.647 eV.

(4)
Molecular formula: AsF6H30O15
Method: DFT, wB97M-V/def2-TZVPD

Cartesian coordinates (Å):
As  -0.0934  0.2083  0.3268
F  0.5043  0.6491  -1.2815
F  -1.7625  -0.0054  -0.4292
F  -0.7336  -0.4072  1.8586
F  1.4995  0.4626  1.0538
F  -0.6610  1.8323  0.7436
F  0.2532  -1.4687  -0.0245
O  -3.0677  1.9858  2.9591
H  -2.3691  1.3373  2.8580
H  -2.6132  2.7919  3.2068
O  3.3688  -1.1664  1.8235
H  3.5762  -1.5696  2.6672
H  2.5586  -0.6787  1.9826
O  -1.9085  3.2053  -1.3167
H  -2.1302  2.7768  -2.1443
H  -2.2669  2.6260  -0.6425
O  2.8298  2.3374  -1.0388
H  2.7329  1.5504  -0.5011
H  2.0675  2.8794  -0.8159
O  -0.3673  -4.2407  1.6612
H  -0.3800  -3.5674  0.9793
H  0.5588  -4.4651  1.7594
O  -3.5568  -2.0298  1.1692
H  -3.0463  -2.5082  0.5130
H  -3.0942  -1.1974  1.2725
O  2.4282  1.1174  -3.8979
H  2.8181  1.4489  -3.0866
H  1.6471  1.6567  -4.0259
O  -1.1076  -1.0154  -2.9966
H  -0.8041  -0.4125  -2.3138
H  -1.8088  -0.5392  -3.4433
O  -2.4292  -3.0898  -1.3026
H  -1.8206  -2.4871  -1.7358
H  -2.0440  -3.9571  -1.4349
O  0.9509  -1.2662  3.7639
H  1.2288  -0.7063  4.4901
H  0.2681  -0.7616  3.3175
O  -4.6190  -0.9046  -1.8064
H  -4.1767  -0.1442  -1.4270
H  -3.9551  -1.5962  -1.7991
O  0.9132  3.9147  0.0951
H  1.0144  4.4099  0.9089
H  0.2881  3.2181  0.3140
O  1.8080  -1.9734  -2.8628
H  1.0066  -1.4750  -3.0298
H  2.5003  -1.4628  -3.2852
O  1.7010  2.9010  2.8191
H  1.1305  2.2883  2.3516
H  1.2436  3.0751  3.6429
O  3.6510  -1.2218  -0.8152
H  2.8110  -0.9509  -1.1885
H  3.4578  -1.4039  0.1082

As for the charge: -1. The frontier orbital gap is 9.37 eV. The value obtained for the LUMO energy is 1.813 eV.

(5)
Molecular formula: C4H9NO2
Method: DFT, wB97M-V/def2-TZVPD

Cartesian coordinates (Å):
H  2.6492  1.5991  -0.5704
N  1.8526  0.9741  -0.6537
C  2.2395  -0.2281  -0.7462
O  1.3844  -1.2512  -0.8422
H  3.2686  -0.5928  -0.7585
H  0.5001  -0.8643  -0.6740
C  -1.5935  1.2688  -0.3079
C  -0.9518  0.3789  0.7120
C  -1.1313  -0.9373  0.7900
O  -0.5611  -1.6761  1.7924
H  -0.8294  1.9128  -0.7530
H  -2.3595  1.9130  0.1419
H  -2.0647  0.6941  -1.1139
H  -0.2869  0.8379  1.4428
H  -1.7792  -1.4827  0.0976
H  -0.3370  -2.5461  1.4432

Its SMILES is [H]/N=C/O.C/C=C/O. The frontier orbital gap is 9.79 eV. The value obtained for the LUMO energy is 0.862 eV.

For reference, energy above the lowest of the compared OMol25 structures with the same formula, charge and spin by record: 37.73; 139.46; 354.05; 107.50; 197.61 kJ/mol.